Entry 1:
{"formula": "C5H7NO2", "method": "ωB97M-V/def2-TZVPD", "molar_mass_g_mol": 113.12, "smiles": "O=[N+]([O-])[C@H]1[C@@H]2CC[C@@H]21", "relative_energy_kj_mol": 558.35, "homo_energy_ev": -10.57, "symbols": ["O", "O", "N", "C", "C", "C", "C", "C", "H", "H", "H", "H", "H", "H", "H"], "positions_angstrom": [[-3.9304, -0.8598, -0.2788], [-3.2043, 1.0487, 0.2805], [-3.0262, -0.1470, 0.0542], [0.7534, 0.1446, -0.7651], [-0.7195, 0.6116, -0.6701], [-1.6262, -0.4248, -0.0628], [-0.6843, 0.4533, 0.8374], [0.6950, -0.3072, 0.6876], [0.5675, -1.3485, 0.9841], [-1.0227, 1.3046, -1.4139], [1.1964, 1.0770, -0.7617], [1.0803, -0.6268, -1.4553], [-1.0737, 0.9418, 1.8062], [1.5954, 0.2422, 1.2606], [-1.3379, -1.5469, -0.0849]], "forces_ev_per_a": [[0.169, -1.793, 0.253], [-0.375, 0.176, 0.743], [-0.318, 3.275, -1.409], [-2.453, -2.318, 0.472], [0.562, -0.661, -0.287], [2.484, -3.111, 1.269], [-0.190, -0.856, 0.969], [1.129, 2.663, 2.640], [0.542, 0.017, -0.303], [-0.919, 0.852, 0.050], [1.860, 1.479, -0.595], [0.034, 0.450, -0.558], [0.496, -0.491, -2.170], [-2.091, -1.647, -0.781], [-0.931, 1.965, -0.293]]}


Entry 2:
{"formula": "C25H29CdCl2N8O3S2", "method": "ωB97M-V/def2-TZVPD", "molar_mass_g_mol": 737.01, "relative_energy_kj_mol": 0.00, "homo_energy_ev": -5.04, "charge": -1, "symbols": ["Cd", "Cl", "Cl", "S", "S", "O", "O", "O", "N", "N", "N", "N", "N", "N", "N", "N", "C", "C", "C", "C", "C", "C", "C", "C", "C", "C", "C", "C", "C", "C", "C", "C", "C", "C", "C", "C", "C", "C", "C", "C", "C", "H", "H", "H", "H", "H", "H", "H", "H", "H", "H", "H", "H", "H", "H", "H", "H", "H", "H", "H", "H", "H", "H", "H", "H", "H", "H", "H", "H", "H"], "positions_angstrom": [[0.8620, 0.6056, 0.4387], [0.3367, 1.2882, -1.8904], [5.3355, -0.2448, -2.7735], [-1.1508, -2.2097, -2.3475], [2.4454, 2.5243, 1.2298], [-2.1946, -1.3062, -2.9181], [2.8474, -0.3745, -0.4007], [4.8626, -0.8447, 0.4608], [-0.0749, 3.6707, 1.3275], [-1.3096, -0.1659, 0.9680], [3.1637, -2.9884, 0.9433], [-0.5282, 2.4087, 1.1832], [1.6995, 5.0251, 1.5638], [1.2317, -0.7412, 3.1481], [3.4165, -0.7423, 2.7749], [1.0054, -3.1879, 1.3981], [2.2157, -1.3052, 2.4766], [-1.7820, 2.2189, 1.0659], [-3.7555, 5.1419, -0.2339], [3.1759, 0.2452, 3.6939], [0.4432, -1.8336, -3.1191], [1.2422, 3.7483, 1.3645], [1.3874, -4.1773, 0.5208], [2.0942, -2.4774, 1.5998], [-2.7703, 3.3298, 1.0078], [-0.7507, -4.9535, -2.3726], [-1.6977, -1.4391, 0.9504], [-2.2373, 0.8077, 0.9360], [4.7151, 0.6969, -1.3664], [-1.4272, -3.8189, -3.1277], [-4.6118, 5.4100, 0.8277], [2.7129, -4.0598, 0.2202], [1.8342, 0.2194, 3.9266], [-3.6272, 3.6002, 2.0675], [-3.5873, 0.5072, 0.8122], [0.2894, -1.2495, -4.5111], [4.0903, -0.2540, -0.3471], [-2.8357, 4.1084, -0.1442], [-4.5449, 4.6397, 1.9800], [-3.0298, -1.8123, 0.8555], [-3.9844, -0.8195, 0.7604], [-0.3364, -0.3600, -4.4660], [5.5665, 1.2184, -0.9445], [1.0196, 5.7485, 1.3883], [3.9620, 1.3786, -1.7458], [0.9318, -1.1165, -2.4605], [-5.3290, 6.2187, 0.7558], [4.0156, -2.4365, 0.7605], [-0.1592, -1.9525, -5.2165], [-4.3100, 1.3072, 0.7495], [3.9553, 0.8994, 4.0456], [-3.8036, 5.7413, -1.1350], [-5.0327, -1.0676, 0.6498], [-2.1550, 3.8931, -0.9606], [2.6508, 5.2035, 1.2993], [3.3621, -4.6270, -0.4264], [-3.2904, -2.8619, 0.8363], [1.0120, -2.7685, -3.0987], [0.6904, -4.9250, 0.1762], [1.2574, 0.8688, 4.5664], [-2.5133, -3.9151, -3.1193], [-1.0829, -4.9853, -1.3329], [4.2382, -0.8410, 2.1818], [-0.9039, -2.1730, 1.0220], [-5.2070, 4.8471, 2.8122], [1.2727, -0.9611, -4.8862], [-3.5716, 2.9960, 2.9666], [-1.0998, -3.7624, -4.1684], [-0.9824, -5.9155, -2.8337], [0.3357, -4.8420, -2.3655]], "forces_ev_per_a": [[0.273, 0.400, -0.094], [-0.137, 0.053, -0.040], [-0.034, 0.025, 0.096], [-0.182, 0.256, 0.166], [-0.040, -0.032, 0.056], [0.112, -0.163, 0.000], [-0.042, -0.185, 0.131], [0.102, 0.117, -0.369], [0.091, -0.119, -0.040], [-0.029, 0.024, -0.034], [0.146, 0.143, -0.212], [0.161, 0.093, 0.140], [-0.041, -0.029, 0.017], [0.006, -0.052, 0.175], [-0.219, 0.076, 0.216], [0.079, -0.070, -0.149], [-0.024, -0.170, -0.051], [-0.247, -0.267, -0.075], [0.001, -0.010, 0.017], [0.074, -0.097, -0.080], [0.100, -0.064, -0.065], [0.056, 0.158, 0.007], [-0.041, -0.015, 0.101], [0.091, 0.053, 0.238], [-0.012, -0.013, -0.034], [0.026, -0.007, -0.008], [0.087, 0.120, 0.001], [0.045, 0.077, 0.018], [0.024, -0.091, -0.076], [0.040, -0.139, -0.137], [0.015, -0.011, -0.009], [0.033, -0.008, 0.020], [-0.178, 0.048, -0.115], [-0.019, 0.014, 0.027], [-0.043, -0.045, 0.007], [0.025, -0.008, -0.007], [-0.036, -0.098, 0.197], [0.002, 0.011, -0.023], [0.018, -0.013, -0.013], [0.014, -0.022, 0.017], [-0.015, 0.033, -0.001], [0.009, -0.007, 0.027], [0.022, 0.029, 0.034], [0.015, 0.000, 0.006], [-0.018, 0.022, -0.005], [-0.013, -0.014, -0.025], [0.005, -0.007, 0.003], [-0.212, -0.077, 0.039], [0.005, -0.008, 0.013], [-0.010, 0.002, 0.004], [-0.042, -0.041, -0.003], [0.000, -0.006, 0.015], [0.001, 0.002, 0.000], [-0.030, 0.000, 0.025], [0.043, 0.005, -0.020], [-0.042, 0.031, 0.036], [-0.010, 0.017, -0.004], [0.007, 0.034, -0.006], [0.043, 0.053, 0.037], [0.024, -0.054, -0.034], [-0.006, -0.030, 0.020], [-0.016, 0.017, -0.053], [0.075, 0.043, -0.100], [-0.032, -0.010, 0.011], [0.013, -0.004, -0.012], [-0.021, -0.007, -0.004], [0.002, 0.014, -0.029], [-0.049, -0.007, 0.014], [-0.005, 0.018, -0.005], [-0.039, 0.013, 0.002]]}


Entry 3:
{"formula": "C3H10NOS", "method": "ωB97M-V/def2-TZVPD", "molar_mass_g_mol": 108.19, "multiplicity": 2, "relative_energy_kj_mol": 162.38, "homo_energy_ev": [3.79, 0.49], "charge": -2, "symbols": ["S", "O", "N", "C", "C", "C", "H", "H", "H", "H", "H", "H", "H", "H", "H", "H"], "positions_angstrom": [[-0.8778, 0.7015, -1.1752], [0.7284, 2.8982, -3.9805], [-0.9846, 0.3778, 1.7334], [0.1387, -0.3562, 1.1412], [0.4071, -0.3562, -0.3962], [-0.0362, -1.8775, 1.5706], [-0.5495, -2.0336, 2.4778], [0.7613, -2.5663, 1.7030], [-1.8428, 0.1357, 1.3156], [-0.6360, -2.4625, 0.8588], [-0.7939, 1.3467, 1.8821], [0.9422, 2.0927, -3.5120], [1.3518, 0.2140, -0.6674], [-0.1093, 3.0523, -3.5282], [0.3485, -1.2299, -1.0598], [1.1521, 0.0635, 1.6367]], "forces_ev_per_a": [[-0.437, 0.298, -0.846], [-0.016, 0.231, -0.031], [2.202, -1.212, 1.239], [2.336, -1.632, 1.402], [-0.130, 2.786, -1.261], [-0.721, 0.189, -1.021], [-0.913, 0.539, 1.411], [1.877, 0.064, -0.242], [-0.920, 0.429, -0.892], [-0.258, 0.656, -0.342], [-0.353, 0.344, -0.722], [0.351, -0.669, 0.199], [-0.622, -1.015, 0.699], [-0.387, 0.349, -0.033], [0.267, -0.490, 1.213], [-2.276, -0.865, -0.773]]}


Entry 4:
{"formula": "C4H8O2", "method": "ωB97M-V/def2-TZVPD", "molar_mass_g_mol": 88.11, "relative_energy_kj_mol": 767.17, "homo_energy_ev": -8.60, "symbols": ["O", "O", "C", "C", "C", "C", "H", "H", "H", "H", "H", "H", "H", "H"], "positions_angstrom": [[-2.6373, -0.6668, 1.6028], [1.0964, 1.2586, -0.0374], [2.1784, 1.0885, -1.3051], [-0.2892, -0.5079, 1.0180], [0.1006, 0.3625, -0.1327], [-1.5751, -1.3547, 0.8209], [0.2900, -0.3416, 2.0335], [-0.6278, 0.4308, -1.1419], [3.0623, -0.0501, -1.3034], [2.8185, 2.0791, -0.8882], [-1.7821, -1.2914, -0.3854], [-1.5388, -2.4396, 1.2278], [-2.6987, 0.2125, 1.2321], [1.6028, 1.2200, -2.7409]], "forces_ev_per_a": [[0.736, -1.561, -0.906], [2.088, -1.396, -3.527], [1.279, 1.009, 0.279], [1.638, 2.916, -3.382], [-3.442, -3.046, 2.571], [0.061, 1.140, -0.540], [-1.335, -0.665, -2.280], [2.151, -0.473, 2.627], [-3.400, 3.538, 0.312], [-1.559, -2.859, -2.000], [0.206, -0.583, 3.028], [0.003, 1.976, -0.881], [0.054, 0.338, -0.084], [1.519, -0.336, 4.785]]}